# 1
Formula: C17H24ClN3O3
Source: the Open Molecules 2025 dataset
Level of theory: wB97M-V/def2-TZVPD

Properties
- SMILES string = CCOC(=O)N1CCC(NCCNC(=O)c2ccccc2Cl)CC1
- energy above the lowest of the compared OMol25 structures with the same formula, charge and spin (kJ/mol) = 39.3

ORCA input file:
```
! wB97M-V def2-TZVPD RIJCOSX def2/J DEFGRID3
* xyz 0 1
C -6.6001 -1.8629 -0.4999
C -5.7347 -1.4903 0.6958
O -4.3915 -1.2143 0.3103
C -4.1673 0.0306 -0.1826
O -5.0174 0.8896 -0.2430
N -2.8996 0.1854 -0.6207
C -1.8421 -0.7795 -0.4323
C -0.8429 -0.2692 0.6055
C -0.2830 1.0910 0.1805
N 0.6059 1.5642 1.2381
C 1.3794 2.7552 0.9749
C 2.3826 2.6569 -0.1985
N 3.2816 1.5420 -0.0289
C 3.1412 0.3926 -0.7210
O 2.2901 0.2292 -1.5758
C 4.0711 -0.7160 -0.3287
C 3.5194 -1.9936 -0.2622
C 4.2866 -3.0899 0.0799
C 5.6362 -2.9264 0.3455
C 6.2117 -1.6715 0.2588
C 5.4326 -0.5741 -0.0739
Cl 6.2266 0.9637 -0.2135
C -1.4469 2.0640 -0.0270
C -2.4396 1.4907 -1.0382
H -7.5973 -2.1287 -0.1605
H -6.6710 -1.0159 -1.1775
H -6.1665 -2.7070 -1.0312
H -6.1495 -0.6105 1.1986
H -5.6583 -2.3209 1.4014
H -2.2763 -1.7280 -0.1203
H -1.3294 -0.9173 -1.3917
H -0.0298 -0.9907 0.7088
H -1.3355 -0.1639 1.5737
H 0.2448 0.9546 -0.7785
H 1.2331 0.8071 1.4942
H 0.6974 3.5840 0.7786
H 1.9306 2.9837 1.8927
H 1.8519 2.4983 -1.1388
H 2.9569 3.5846 -0.2631
H 3.9790 1.6090 0.6956
H 2.4704 -2.1021 -0.4943
H 3.8364 -4.0690 0.1326
H 6.2476 -3.7756 0.6095
H 7.2660 -1.5371 0.4442
H -1.9448 2.2275 0.9298
H -1.0874 3.0238 -0.3977
H -3.3131 2.1370 -1.1333
H -1.9550 1.3900 -2.0160
*
```

Atomic partial charges in e from the natural (NBO) method, atoms 1 to 4: -0.635, -0.067, -0.532, 0.896


# 2
Formula: C44H37CeN2OP2S3
Source: the Open Molecules 2025 dataset
Level of theory: wB97M-V/def2-TZVPD

Properties
- energy above the lowest of the compared OMol25 structures with the same formula, charge and spin (kJ/mol) = 0.0

ORCA input file:
```
! wB97M-V def2-TZVPD RIJCOSX def2/J DEFGRID3
* xyz 1 1
Ce 1.4519 1.1328 0.7829
S 2.3054 -1.7680 -0.0725
P 0.3652 -1.8639 -0.5899
C -0.2768 -0.3083 -0.0390
P -1.7937 0.6375 -0.2442
S -1.2022 2.5269 0.3756
C -3.1249 0.1582 0.8794
C -3.3649 0.8186 2.1200
C -4.5383 0.5518 2.8277
C -5.4675 -0.3492 2.3138
C -5.2084 -1.0357 1.1365
C -4.0178 -0.8327 0.4456
C -2.3432 0.6319 -1.9789
C -2.8791 -0.5346 -2.5626
C -3.7786 -0.3992 -3.6019
C -3.9232 0.8490 -4.2213
C -3.1524 1.9511 -3.8159
C -2.3869 1.8448 -2.6407
C 0.1830 -2.2678 -2.3072
C -0.6381 -3.3566 -2.7486
C -0.5459 -3.7927 -4.0689
C 0.2483 -3.1189 -4.9650
C 0.9802 -2.0147 -4.6109
C 0.8721 -1.5132 -3.2802
C -0.4051 -3.2153 0.3472
C 0.1137 -4.4624 0.0087
C -0.2482 -5.6028 0.7344
C -1.2400 -5.5201 1.7102
C -1.8564 -4.3090 1.9777
C -1.4559 -3.1631 1.2722
H -2.6150 1.5529 2.4422
H -4.7940 1.0305 3.7428
H -6.3683 -0.4906 2.8574
H -5.9079 -1.8094 0.8088
H -3.8969 -1.4073 -0.4824
H -2.6910 -1.4980 -2.1727
H -4.3647 -1.2500 -3.9147
H -4.6333 0.9780 -5.0458
H -3.2102 2.8934 -4.3630
H -1.8967 2.7015 -2.2425
H -1.3666 -3.7982 -2.0744
H -1.0764 -4.7083 -4.3021
H 0.3611 -3.4986 -5.9679
H 1.5275 -1.4899 -5.3499
H 1.3469 -0.5620 -3.0296
H 0.9128 -4.5651 -0.7668
H 0.1933 -6.5796 0.5466
H -1.4463 -6.3628 2.3104
H -2.6224 -4.2749 2.7637
H -1.9789 -2.2545 1.4729
C -1.0190 -0.4965 6.2312
C 0.3416 -0.4125 6.5451
C 1.2811 -0.1090 5.5452
C 0.8305 0.0325 4.1876
C -0.5413 -0.1099 3.8840
C -1.4354 -0.3511 4.8971
N 1.7499 0.3102 3.1638
N 2.9527 0.4806 3.5879
C 3.9057 0.7513 2.6438
C 5.1067 1.2851 3.1196
C 6.1388 1.5104 2.2279
C 5.9924 1.1481 0.8642
C 4.7361 0.7579 0.4140
C 3.6553 0.6339 1.2601
H -1.7511 -0.6068 7.0380
H 0.6464 -0.5789 7.5791
H 2.3459 0.0265 5.7184
H -0.9098 -0.0205 2.8641
H -2.4936 -0.3649 4.7243
H 5.2291 1.4587 4.2068
H 7.0568 1.9835 2.5548
H 6.8297 1.3082 0.1774
H 4.6456 0.5590 -0.6456
C 3.3426 5.6561 -0.2591
S 1.8603 4.5533 -0.1386
O 2.1867 3.3462 0.7037
C 1.8427 3.7905 -1.7563
C 2.7273 2.7791 -2.0540
C 2.6249 2.1243 -3.2999
C 1.5333 2.4385 -4.1261
C 0.6527 3.4649 -3.8226
C 0.8727 4.2219 -2.6808
H 4.1502 5.2975 0.3503
H 2.9342 6.6132 0.0910
H 3.5780 5.7308 -1.3138
H 3.5001 2.5455 -1.3431
H 3.3182 1.3616 -3.6084
H 1.3868 1.8576 -5.0386
H -0.2149 3.6079 -4.4787
H 0.2648 5.1340 -2.4316
*
```

Atomic partial charges in e from the Löwdin method, atoms 1 to 4: 0.807, 0.424, 0.444, -0.670


# 3
Formula: C76H52Cl6O10
Source: the Open Molecules 2025 dataset
Level of theory: wB97M-V/def2-TZVPD

Properties
- SMILES string = O=C1c2ccccc2C(=O)c2ccccc21.O=C1c2ccccc2C(=O)c2ccccc21.O=C1c2ccccc2C(=O)c2ccccc21.O=C1c2ccccc2C(=O)c2ccccc21.O=C1c2ccccc2C(=O)c2ccccc21.ClCCCl.ClCCCl.ClCCCl

ORCA input file:
```
! wB97M-V def2-TZVPD RIJCOSX def2/J DEFGRID3
* xyz 0 1
O -2.2915 -2.3316 4.9667
C -2.5478 -2.4481 3.7879
C -2.5398 -1.2750 2.8777
C -2.5549 -0.0371 3.5210
C -2.4681 1.1023 2.7400
C -2.3766 0.9763 1.3574
C -2.4975 -0.2412 0.7545
C -2.5341 -1.4155 1.5351
C -2.7219 -2.7633 0.9689
O -2.7992 -2.8430 -0.2424
C -2.8786 -3.9379 1.8610
C -3.1545 -5.2088 1.3354
C -3.2047 -6.3194 2.1707
C -3.0426 -6.1237 3.5659
C -2.7909 -4.8675 4.0478
C -2.7775 -3.7640 3.2424
H -2.5714 0.0013 4.5818
H -2.5345 2.0671 3.1978
H -2.3810 1.8936 0.7368
H -2.5232 -0.2791 -0.3223
H -3.3270 -5.2895 0.2931
H -3.4203 -7.2688 1.7892
H -3.2410 -6.9054 4.2832
H -2.6871 -4.7293 5.0955
O 8.2404 2.0858 -3.5814
C 7.8257 1.4059 -2.6221
C 8.7612 0.7495 -1.7157
C 10.1401 0.8296 -1.9037
C 11.0174 0.0239 -1.1565
C 10.5279 -0.7585 -0.1365
C 9.1628 -0.7730 0.1077
C 8.3091 -0.1325 -0.7141
C 6.8598 -0.2041 -0.4462
O 6.3386 -0.7582 0.5228
C 5.9434 0.2419 -1.5571
C 4.6137 -0.2186 -1.5540
C 3.7802 0.1612 -2.5666
C 4.2640 1.0114 -3.5827
C 5.5312 1.4781 -3.5924
C 6.3960 1.1075 -2.5825
H 10.6043 1.5791 -2.5541
H 12.0637 0.1301 -1.4325
H 11.2644 -1.2665 0.5162
H 8.8140 -1.2928 0.9445
H 4.2682 -0.8390 -0.7057
H 2.7218 -0.1115 -2.6174
H 3.5742 1.3157 -4.3631
H 5.7941 2.1105 -4.4189
O 0.2841 -3.9176 3.4890
C 1.4612 -3.6739 3.6727
C 2.4173 -4.6158 4.3054
C 1.8508 -5.6473 4.9931
C 2.6789 -6.4950 5.7422
C 4.0562 -6.3295 5.6701
C 4.6699 -5.3614 4.8590
C 3.7942 -4.4086 4.2817
C 4.3608 -3.2265 3.5395
O 5.5198 -3.0858 3.3322
C 3.3636 -2.1537 3.2114
C 3.8368 -1.0269 2.5958
C 2.9400 0.0415 2.3238
C 1.5987 -0.1779 2.6535
C 1.0656 -1.3515 3.1638
C 1.9635 -2.3165 3.4579
H 0.7412 -5.7104 5.0524
H 2.1650 -7.2166 6.3411
H 4.6356 -7.0556 6.2597
H 5.7370 -5.2412 4.7467
H 4.8505 -1.0654 2.2238
H 3.2017 0.9461 1.7681
H 0.9054 0.6316 2.3933
H 0.0023 -1.4480 3.2990
O -7.0300 7.1189 1.1058
C -7.3891 5.9844 1.1945
C -8.6828 5.6183 1.7640
C -9.4825 6.6644 2.1918
C -10.7429 6.3874 2.6593
C -11.2178 5.1078 2.6479
C -10.4440 4.0385 2.2172
C -9.1581 4.3243 1.7740
C -8.3409 3.2040 1.3093
O -8.7575 2.0381 1.3142
C -7.0280 3.5331 0.7762
C -6.1939 2.5054 0.3177
C -4.8577 2.8013 0.0139
C -4.4420 4.1275 -0.0876
C -5.2686 5.1579 0.3330
C -6.5563 4.8558 0.7666
H -9.0700 7.6603 2.1418
H -11.4712 7.1607 2.9207
H -12.2933 4.9539 2.8535
H -10.7383 3.0197 2.0667
H -6.6837 1.5396 0.2311
H -4.2409 2.0467 -0.4400
H -3.5244 4.4582 -0.5891
H -4.8839 6.1951 0.3296
O 1.8118 -5.0273 -3.7427
C 1.4178 -3.8694 -3.7953
C 1.0606 -3.0894 -2.6459
C 1.0199 -3.7003 -1.3686
C 0.7774 -2.9500 -0.2772
C 0.5213 -1.5830 -0.3764
C 0.5587 -0.9153 -1.6254
C 0.7973 -1.7109 -2.7561
C 0.7645 -1.0639 -4.0714
O 0.7625 0.1370 -4.2371
C 0.8202 -1.9468 -5.2786
C 0.4713 -1.4782 -6.5748
C 0.5777 -2.2454 -7.6768
C 1.1047 -3.5725 -7.5577
C 1.4066 -4.0106 -6.2752
C 1.2229 -3.2332 -5.1714
H 1.1652 -4.7547 -1.2795
H 0.8340 -3.3843 0.7093
H 0.4246 -0.9568 0.5427
H 0.3347 0.1465 -1.6838
H 0.1922 -0.4543 -6.6651
H 0.3668 -1.8645 -8.6693
H 1.4993 -4.1829 -8.3799
H 1.9634 -4.9434 -6.1475
Cl -4.2167 2.7526 -4.5434
C -2.6410 2.5647 -5.3399
C -2.3981 1.1366 -5.6144
Cl -3.4059 0.5526 -7.0032
H -1.8304 2.9172 -4.7319
H -2.6844 3.2032 -6.2044
H -2.7023 0.5591 -4.7985
H -1.3681 1.0625 -5.8877
Cl -1.3391 4.9607 1.1696
C 0.1554 5.0094 2.0192
C 0.8470 6.4031 1.8687
Cl 1.1247 6.6537 0.1682
H 0.7685 4.1854 1.6501
H -0.0926 4.8246 3.0364
H 1.8163 6.4776 2.3571
H 0.1783 7.1597 2.2081
Cl 1.6677 1.9028 -0.3437
C 1.3810 2.6973 -1.9704
C 0.0405 3.4923 -1.9389
Cl -1.3180 2.3548 -2.1174
H 1.4059 1.8683 -2.7226
H 2.3036 3.3176 -2.0923
H 0.0734 4.1485 -2.8103
H -0.1941 3.9868 -0.9751
*
```

Atomic partial charges in e from the Löwdin method, atoms 1 to 4: 0.114, -0.307, -0.117, 0.013


no.,LUMO energy (eV),orbital gap (eV),electronic energy (a.u.)
1,0.5711,9.40,-1512.43118
2,-3.6655,6.09,-4235.75238
3,-1.1839,8.37,-6440.92882